No. 1
DFT (wB97M-V/def2-TZVPD) results for a molecular structure, C3H6NO2S in a non-equilibrium geometry.

The geometry in XYZ format:
```
13
Properties=species:S:1:pos:R:3:forces:R:3
C 0.321 -0.489 -0.581 -0.13 1.23 0.03
C -0.828 -0.670 0.355 -1.86 -1.64 0.32
C 1.117 1.632 0.181 -0.02 8.00 1.65
N 1.357 0.360 0.004 1.35 -8.21 -1.72
O 2.478 -0.180 0.457 -1.95 1.10 -0.65
O 0.014 2.289 -0.155 0.14 -1.88 -0.34
S -2.137 0.500 0.183 -1.31 0.76 -0.69
H 0.705 -1.435 -0.753 1.38 -1.71 -0.47
H -0.076 -0.084 -1.535 0.44 0.07 0.37
H -1.315 -1.671 0.319 0.75 0.29 -0.33
H -0.580 -0.530 1.364 1.23 -0.21 1.43
H 1.918 2.162 0.640 0.50 0.40 0.31
H -0.918 1.399 -0.118 -0.51 1.81 0.09
```
Positions in Å, forces in eV/Å.

Calculated values
- 2S+1 = 3
- total energy (a.u.) = -721.1812
- charge = -1
- HOMO energy (spin up / spin down) (eV) = -0.33 / -3.84
- largest force on an atom (Eh/bohr) = 0.1652
- E_LUMO (spin up / spin down) (hartree) = 0.13999 / 0.12250
- gap between HOMO and LUMO (spin up / spin down) (eV) = 4.14 / 7.17


No. 2
DFT (wB97M-V/def2-TZVPD) results for 2 unconnected molecules or ions with the total composition C5H11NOS2 in a non-equilibrium geometry.

The geometry in XYZ format:
```
20
Properties=species:S:1:pos:R:3:forces:R:3
C -3.037 1.337 1.910 0.78 -1.53 -2.82
C 0.154 1.283 -0.192 0.96 2.16 -0.18
C -0.124 -0.335 -1.955 -1.06 -3.50 1.40
C 1.333 -1.754 0.407 1.00 3.39 -4.59
C 0.092 -1.141 0.417 -1.96 -0.34 0.94
N -0.391 -0.092 -0.501 -0.07 1.15 -1.17
O -2.976 0.709 0.884 -0.53 2.18 3.66
S -2.977 2.193 3.223 -0.26 -0.65 -0.86
S 2.970 -0.875 1.444 -0.27 -0.20 -0.20
H 0.078 1.467 0.902 -0.17 -0.15 -0.86
H 1.253 1.416 -0.458 -1.30 -0.98 0.39
H -0.304 2.145 -0.804 -0.02 -1.47 0.93
H 0.782 -0.032 -2.311 2.87 0.76 -0.15
H -0.269 -1.406 -2.231 0.26 0.61 0.75
H -0.790 0.146 -2.547 -2.45 1.92 -1.41
H 1.409 -2.663 0.853 0.28 -2.49 1.09
H 1.624 -1.695 -0.727 0.44 -0.81 2.14
H -0.336 -0.945 1.367 -0.69 0.17 0.83
H -1.461 -0.012 -0.420 2.15 -0.39 0.21
H 2.971 0.254 0.737 0.03 0.16 -0.10
```
Positions in Å, forces in eV/Å.

Calculated values
- 2S+1 = 1
- total energy (a.u.) = -1123.3345
- charge = 0
- HOMO energy (eV) = -6.13
- largest force on an atom (Eh/bohr) = 0.1127
- E_LUMO (hartree) = 0.00211
- gap between HOMO and LUMO (eV) = 6.19


Result set for energy relative to the best compared isomer or geometry (same formula, charge and spin): 2.089; 4.730 eV, one per record in the order listed.